(1)
Molecular formula: C8H20O22S2V5
Method: DFT, wB97M-V/def2-TZVPD

The geometry in XYZ format:
```
57
Properties=species:S:1:pos:R:3:forces:R:3:lowdin_charge:R:1
V 1.03779 2.69115 -0.47106 -1.6 -2.0 -3.4 1.036
V 2.60842 -2.85866 0.76014 -0.8 2.8 2.7 1.055
V -2.65786 -1.80975 -0.36097 -4.0 -1.4 1.7 0.909
V 0.38222 -2.51692 -2.44526 -4.3 0.7 -2.3 0.978
V -0.55703 -2.33159 2.74942 -0.6 0.3 -2.4 0.959
S 0.30220 -0.70280 -0.15141 0.4 1.2 2.4 0.445
S -0.47941 -4.16002 0.44253 -2.8 -2.7 -0.8 0.354
O -0.70241 -1.11996 -1.17201 0.0 0.6 0.4 -0.369
O -0.24741 -3.74476 -0.94025 2.4 -0.4 -2.0 -0.364
O -0.13538 -0.91589 1.24776 0.0 -0.5 -1.2 -0.314
O -0.83223 -2.35115 -3.50369 2.5 -0.7 2.1 -0.241
O 0.46819 -1.90095 3.82042 0.4 0.2 1.1 -0.252
O 3.97524 -2.68886 0.03106 -0.3 -0.6 0.0 -0.244
O -3.49357 -0.09548 -1.24286 -1.4 1.2 -0.7 -0.291
O -1.96796 -1.78718 3.10669 0.0 -0.1 0.8 -0.230
O -1.62276 -3.31159 0.80297 -1.4 1.4 1.1 -0.385
O 2.90330 1.81937 -1.44125 1.9 -0.6 1.0 -0.282
O -2.71300 0.70734 1.38139 0.2 0.7 -1.2 -0.206
O 1.63079 -2.04188 -3.24505 0.7 -0.3 0.3 -0.269
O 0.69247 0.68291 -0.24688 0.0 0.1 -0.4 -0.292
O 0.41402 2.68945 -2.00199 1.3 0.7 3.5 -0.284
O 2.77962 -2.12208 2.18681 -0.1 -1.4 -3.0 -0.252
O -0.67549 -5.55328 0.65043 0.3 0.6 -0.4 -0.175
O -2.98177 -2.72025 -1.60525 0.0 0.5 0.9 -0.240
O -3.87988 -1.95405 0.70782 2.4 0.2 -2.3 -0.253
O 0.55152 -3.64522 1.37398 3.5 0.9 1.0 -0.425
O -0.09939 3.11935 0.50714 0.3 0.4 -0.1 -0.242
O 2.65943 2.49237 1.12056 0.1 0.3 -1.1 -0.258
O 1.47482 -1.54781 -0.51772 1.2 -1.3 0.8 -0.390
C 2.46426 1.79045 2.33483 -0.4 0.6 2.0 -0.046
C 4.05653 1.50624 -0.59503 -0.1 1.1 1.5 -0.121
C -3.03925 1.25218 -0.93609 0.9 0.0 0.7 -0.116
C -3.32059 1.68018 0.52779 0.5 -0.8 -0.7 -0.136
C -4.31174 -0.04555 -2.44395 0.0 -0.6 -0.8 -0.021
C -2.43346 1.17275 2.66628 0.1 0.3 1.5 -0.112
C 3.99271 2.50030 0.61473 0.6 -1.0 -1.9 -0.129
C 2.94215 1.03649 -2.65912 -0.5 0.1 -0.3 -0.036
H -3.26319 0.95962 3.34290 0.1 -0.3 0.1 0.106
H -4.41463 -1.05784 -2.82930 0.0 0.0 0.2 0.096
H -1.50800 0.73860 3.04506 -0.2 -0.5 -0.1 0.074
H 2.92473 0.81393 2.49126 0.0 -0.2 -1.0 0.104
H 4.09779 0.50241 -0.16781 -0.8 -0.4 -0.5 0.127
H 3.41060 0.06778 -2.48838 -0.2 0.0 0.2 0.095
H -2.01053 1.10359 -1.27257 0.5 1.0 0.9 0.113
H 1.90381 0.93294 -2.96787 0.1 -0.1 -0.1 0.084
H 4.28887 3.45302 0.17446 -0.6 0.5 0.5 0.136
H 5.02437 1.64990 -1.07647 -0.2 0.2 -0.5 0.142
H -4.39202 1.78840 0.71239 -0.2 -0.5 -0.1 0.140
H -2.24320 2.24153 2.80055 -0.2 0.3 -0.9 0.094
H 2.86902 2.38536 3.15731 0.1 0.2 -0.1 0.110
H 1.39538 1.75816 2.54103 0.0 -0.3 -0.3 0.098
H -2.94848 2.68500 0.73763 0.5 0.0 -0.3 0.121
H -5.29445 0.41333 -2.33131 0.0 -0.2 0.9 0.109
H 3.50514 1.53162 -3.45015 0.0 0.3 0.2 0.109
H 4.73739 2.23311 1.36340 -0.2 -0.1 0.2 0.144
H -3.85265 0.56438 -3.22370 0.6 -0.1 0.2 0.102
H -3.41507 2.02033 -1.61133 -0.6 -0.4 -0.1 0.137
```
Positions in Å, forces in eV/Å.

## Properties
2S+1: 1
net charge: +1
orbital gap: 7.145 eV
energy above the lowest of the compared OMol25 structures with the same formula, charge and spin: 230.17 kJ/mol
E_HOMO: -12.69 eV

***

(2)
Molecular formula: C8H21B2BeF8NO4
Method: DFT, wB97M-V/def2-TZVPD

The geometry in XYZ format:
```
45
Properties=species:S:1:pos:R:3:forces:R:3:nbo_charge:R:1
F -1.23394 -0.83465 2.54614 -0.1 0.1 -0.1 -0.542
F 0.65583 -1.92574 1.25043 0.3 0.4 -0.4 -0.578
F -2.82865 0.23996 1.31123 -0.3 -0.2 0.5 -0.574
F 2.84646 -1.50096 0.77210 1.8 -2.0 3.8 -0.532
F 1.54237 0.01372 1.91198 -8.4 -8.2 15.2 -0.528
F 2.25913 -1.89126 2.98767 -0.1 0.0 -0.7 -0.530
F -1.00237 1.36602 1.89061 0.7 -1.5 -0.5 -0.582
F -2.41568 0.88691 3.58371 -0.2 -0.7 -0.7 -0.544
O -1.61194 1.15352 -1.37748 1.7 -0.4 1.0 -0.767
O 2.15553 0.56037 0.59750 4.4 7.9 -14.0 -0.588
O -1.52622 -1.96843 -0.24270 -0.2 0.0 1.3 -0.571
O -0.05792 2.58205 0.18514 0.7 0.3 -0.9 -0.725
N 0.57146 -0.78061 -1.45879 0.2 0.5 1.0 -0.766
C 2.92347 1.44934 1.41045 1.6 0.0 -0.5 -0.261
C 2.03457 -0.73128 -1.29526 0.2 0.9 -1.8 -0.316
C -2.58649 -2.64656 0.41818 -2.1 1.0 -1.5 -0.257
C 2.42662 0.62352 -0.78656 2.3 1.5 -1.0 -0.121
C -2.06178 2.45201 -0.99443 -1.5 0.1 -1.8 -0.087
C -0.97533 3.38785 -0.54443 0.6 -0.7 1.1 -0.088
C -1.31580 -2.29951 -1.56895 -0.2 0.0 -0.7 -0.062
C 0.18731 -2.15720 -1.71621 -1.2 -1.6 0.5 -0.269
B 1.86650 -1.35216 1.78232 -0.5 -0.7 1.2 1.361
B -1.91667 0.36054 2.39419 -0.4 1.1 0.6 1.329
Be -0.14031 -0.00015 0.29406 0.3 -0.5 -0.1 1.669
H 0.38411 -0.24913 -2.30570 -0.5 0.4 0.4 0.392
H 0.53180 -2.79229 -0.89547 0.3 0.4 0.0 0.248
H -1.94987 -1.66292 -2.20057 0.3 0.4 -0.3 0.152
H 0.57594 -2.66193 -2.60671 0.1 0.8 -0.4 0.204
H -3.52533 -2.41385 -0.11978 0.0 0.6 0.0 0.157
H 0.60040 3.18658 0.52632 0.4 -0.2 0.4 0.484
H -2.73781 -2.18225 1.38273 0.5 -0.7 0.3 0.250
H 1.98130 1.48748 -1.30423 -0.6 -0.1 0.1 0.166
H -1.41261 4.10730 0.15345 -0.2 0.1 -0.2 0.190
H 2.49923 -0.96886 -2.25815 0.1 0.1 0.0 0.179
H -2.04288 0.77320 -2.14039 -0.4 0.3 0.0 0.497
H -2.65841 -3.72439 0.25723 1.3 -0.2 0.8 0.181
H -2.87292 2.29768 -0.28454 0.3 0.3 0.4 0.213
H -0.40789 3.93179 -1.30385 -0.5 -0.2 -0.5 0.168
H 3.96834 1.11545 1.42854 0.2 0.0 -0.7 0.186
H -1.66870 -3.30112 -1.82756 0.3 -0.3 0.3 0.191
H 2.36089 -1.39606 -0.49627 -0.7 -0.1 -1.9 0.302
H 2.67902 1.26726 2.45423 -0.4 1.3 -0.4 0.249
H -2.48719 2.89504 -1.90184 -0.3 0.2 0.2 0.173
H 3.49383 0.84778 -0.92179 0.2 -0.6 -0.3 0.183
H 2.89263 2.45593 1.01343 -0.1 0.4 0.3 0.165
```
Positions in Å, forces in eV/Å.

## Properties
2S+1: 1
orbital gap: 8.304 eV
energy above the lowest of the compared OMol25 structures with the same formula, charge and spin: 786.47 kJ/mol
E_HOMO: -8.57 eV

***

(3)
Molecular formula: C8H21B2BeF8NO4
Method: DFT, wB97M-V/def2-TZVPD

The geometry in XYZ format:
```
45
Properties=species:S:1:pos:R:3:forces:R:3:nbo_charge:R:1
F 6.02881 -2.46838 -0.20206 4.4 -0.3 1.5 -0.495
F -2.93918 -3.53793 2.97945 -0.5 2.7 0.7 -0.522
F 4.51704 -0.93223 -0.37588 -0.7 2.1 -0.6 -0.496
F -2.02685 -5.43079 3.68420 0.6 -0.4 0.3 -0.529
F 4.86830 -2.57115 -1.99880 -0.9 0.0 -2.6 -0.537
F 4.00931 -2.95281 0.01608 -4.9 -3.7 2.7 -0.511
F -2.17365 -4.87746 1.47130 1.0 -0.4 -1.7 -0.513
F -4.02170 -5.48350 2.62977 -1.0 -0.5 -0.2 -0.545
O -1.42957 -2.48128 -4.09522 0.9 1.6 1.4 -0.745
O 1.40232 0.67030 3.00622 -0.6 1.8 0.2 -0.516
O 0.62514 2.59797 -0.77042 0.3 -0.7 -1.3 -0.529
O -3.57001 -0.96525 -3.24101 -0.9 -1.2 -1.7 -0.731
N -0.18449 2.81903 1.93969 1.7 0.8 -0.1 -0.458
C 0.95135 2.63296 -2.17451 0.0 -0.8 -0.3 -0.282
C 0.17179 3.86395 -0.33633 0.5 -1.3 0.0 -0.076
C 1.63106 2.08616 3.40373 0.5 -1.4 0.4 -0.073
C -3.80934 -2.10895 -4.17698 1.9 0.1 0.8 -0.099
C -0.76380 3.64532 0.87087 1.0 -0.5 -0.7 -0.258
C 1.17903 3.13378 2.37495 0.8 -1.7 -0.3 -0.280
C 1.69557 -0.23790 4.04519 0.2 -1.4 0.5 -0.281
C -2.52449 -2.37325 -4.99209 0.1 -1.9 0.7 -0.089
B 4.82027 -2.27058 -0.69520 1.7 2.1 -1.0 1.274
B -2.81098 -4.85489 2.68945 0.1 -1.0 0.7 1.308
Be -0.18043 -0.89611 0.08094 0.3 0.2 0.3 1.086
H 0.96775 -0.34158 4.84995 -0.6 0.9 0.0 0.190
H 1.17620 4.14295 2.78686 0.4 0.1 0.3 0.212
H -2.51685 -3.43821 -5.22422 -1.4 0.0 -1.4 0.184
H 1.20464 2.26454 4.39087 -0.3 -0.2 0.1 0.180
H 1.06943 4.44700 -0.13043 -0.1 0.3 0.5 0.187
H 1.98980 3.03217 1.65354 -0.7 0.4 -0.9 0.229
H -0.91899 4.69048 1.13852 -0.9 0.0 0.7 0.220
H -0.30448 4.34049 -1.19317 -0.6 0.3 0.4 0.201
H -1.60663 3.03965 0.53786 -0.5 0.9 0.0 0.224
H 1.70883 -1.26099 3.66942 0.1 0.2 -0.7 0.212
H -4.45877 -0.68382 -3.01187 -0.1 0.2 0.2 0.468
H 2.71711 2.13037 3.48519 0.0 0.4 0.3 0.205
H -4.68662 -2.09628 -4.82376 0.0 0.9 0.0 0.186
H 1.43744 1.72697 -2.53643 0.4 -0.3 0.9 0.213
H -2.30100 -1.76794 -5.87058 -0.3 0.3 0.2 0.172
H 1.61966 3.44940 -2.44815 -0.2 0.3 0.2 0.192
H 0.05719 2.59059 -2.79643 -0.4 0.8 0.2 0.186
H -0.70387 -2.99905 -4.45140 -0.2 0.0 -0.3 0.478
H -0.61543 2.87156 2.85163 -1.5 -0.3 -0.3 0.387
H 2.64981 -0.13980 4.56279 0.3 0.7 -0.4 0.191
H -3.95077 -3.00570 -3.57371 0.1 0.1 0.3 0.180
```
Positions in Å, forces in eV/Å.

## Properties
2S+1: 1
orbital gap: 2.366 eV
energy above the lowest of the compared OMol25 structures with the same formula, charge and spin: 1472.20 kJ/mol
E_HOMO: -10.50 eV

***

(4)
Molecular formula: C8H21BCuN2O3S
Method: DFT, wB97M-V/def2-TZVPD

The geometry in XYZ format:
```
37
Properties=species:S:1:pos:R:3:forces:R:3:nbo_charge:R:1
Cu -3.73337 -3.10321 -1.23161 0.0 -0.3 0.0 0.957
S 1.53711 -0.05099 2.04743 -0.1 0.0 0.1 -0.118
O 2.56425 1.16954 -3.03819 -0.4 -0.3 0.4 -0.904
O 1.94746 2.42086 1.04212 0.1 -0.2 0.0 -0.526
O 4.77000 0.49938 -2.60191 -0.3 -0.6 -0.3 -0.895
N -1.66340 -0.09571 1.46039 0.0 0.0 0.1 -0.465
N -0.98146 0.89878 0.68555 0.0 0.0 -0.3 -0.497
C -1.74718 -3.22699 0.02122 -0.2 0.0 -0.2 -0.721
C 1.07228 1.74390 1.88412 0.0 0.1 -0.1 0.025
C -1.67633 -1.95256 -0.85813 0.0 0.1 -0.1 -0.490
C -0.40954 1.95296 1.51560 0.1 -0.1 0.0 -0.279
C 3.27122 1.15212 -0.58667 0.0 0.1 -0.2 -0.811
C 2.02935 1.98746 -0.32264 -0.1 0.1 -0.1 -0.071
C -2.81557 -0.94425 -0.57569 0.1 -0.6 0.0 -0.383
C -2.92940 -0.49114 0.89269 0.2 0.0 0.0 -0.247
B 3.55483 0.91535 -2.12210 0.2 0.2 0.0 1.125
H -3.64812 0.32721 0.96899 0.0 0.0 0.0 0.220
H 0.83894 -0.21848 3.18075 0.0 0.0 0.0 0.133
H -1.62190 1.30046 0.01380 -0.1 0.1 0.1 0.350
H 2.06529 2.90011 -0.91847 0.0 0.0 0.0 0.197
H -1.73016 -2.24896 -1.91896 0.2 0.2 0.0 0.205
H -0.79356 -3.48067 0.48080 0.0 0.0 0.0 0.299
H 4.13308 1.64456 -0.13007 0.0 -0.1 0.1 0.246
H 1.11959 1.45495 -0.60817 0.0 0.0 0.0 0.184
H -0.71781 -1.43918 -0.77692 0.0 0.0 0.2 0.286
H -2.71171 -0.09999 -1.25505 -0.2 -0.1 -0.1 0.252
H -3.81979 -1.40723 -0.84899 -0.3 0.7 0.1 0.075
H -0.46203 2.88329 0.94673 0.0 0.1 0.1 0.223
H 1.24979 2.16516 2.87129 0.0 0.1 0.0 0.212
H -1.99599 -4.13894 -0.56615 0.1 0.0 0.0 0.197
H 3.17502 0.16064 -0.12914 0.1 0.1 0.1 0.232
H -1.03344 -0.89188 1.51308 0.0 0.0 0.0 0.355
H -0.98121 2.06504 2.44113 -0.1 0.0 -0.1 0.205
H 5.29868 -0.03683 -2.00761 0.2 0.3 0.2 0.500
H -2.46506 -3.13916 0.84307 0.1 0.0 0.1 0.226
H -3.31564 -1.30035 1.51462 0.0 0.0 0.0 0.205
H 2.62579 0.62475 -3.82692 0.3 0.3 -0.3 0.498
```
Positions in Å, forces in eV/Å.

## Properties
2S+1: 1
net charge: +1
orbital gap: 5.563 eV
energy above the lowest of the compared OMol25 structures with the same formula, charge and spin: 0.00 kJ/mol
E_HOMO: -11.33 eV

***

(5)
Molecular formula: C8H21ClIO4P2Re
Method: DFT, wB97M-V/def2-TZVPD

The geometry in XYZ format:
```
38
Properties=species:S:1:pos:R:3:forces:R:3:nbo_charge:R:1
Re -0.10430 -0.81957 -0.38031 -3.8 -1.0 -0.5 0.193
I 0.99774 -2.73078 -1.55072 0.2 -2.3 -1.5 0.551
Cl -2.38345 -0.26043 -0.01964 1.4 -0.8 -0.4 -0.121
P -0.09907 0.92510 -1.84918 0.1 4.8 -2.7 1.186
P 0.14952 -1.13886 1.84553 0.6 0.3 8.3 2.063
O 0.34726 0.08845 2.87064 -0.3 -1.4 -2.0 -0.768
O 2.81811 0.17360 0.17273 -5.4 -1.6 -1.0 -0.274
O 1.46806 -2.01162 2.19422 -1.9 1.3 -1.5 -0.746
O -1.01767 -2.00671 2.53026 2.0 0.5 -2.1 -0.765
C 0.24070 1.51731 2.66648 0.1 0.9 -0.3 -0.256
C -0.67565 2.54956 -1.23962 -0.1 -0.4 0.8 -0.935
C -1.19667 0.57703 -3.26274 -0.3 -1.2 0.5 -0.927
C -2.09769 -1.46266 3.30464 -1.3 0.3 0.5 -0.265
C 1.47422 1.38471 -2.66316 0.3 -0.8 0.6 -0.948
C -0.12517 -4.27416 -2.68979 -0.1 -0.6 -0.5 -0.590
C 1.71607 -0.17239 -0.04194 7.2 2.4 1.4 0.480
C 1.41179 -3.44844 2.04698 0.1 -1.2 0.0 -0.280
H -0.18727 1.76664 1.67901 0.1 -0.2 0.3 0.163
H 0.42560 -3.80631 1.71294 0.3 0.2 0.3 0.197
H 0.12341 -4.10200 -3.73977 0.1 0.2 0.2 0.276
H 1.96401 0.48134 -3.04761 0.0 0.3 -0.1 0.261
H 2.13716 1.86932 -1.93424 -0.1 0.0 -0.3 0.275
H 0.08927 2.97980 -0.58214 -0.2 0.0 -0.1 0.272
H -0.41132 1.93622 3.44425 0.2 -0.3 -0.2 0.255
H -2.21711 0.42189 -2.89048 0.2 0.1 -0.2 0.285
H -0.84084 3.21480 -2.09618 0.1 -0.2 0.0 0.305
H 1.24498 1.95854 2.74276 -0.3 -0.2 0.1 0.233
H 1.63759 -3.88329 3.02631 0.0 0.1 -0.3 0.269
H -1.15991 1.43421 -3.94689 0.2 0.0 0.2 0.313
H -2.37535 -0.44785 2.99318 0.2 -0.2 0.0 0.200
H -0.85178 -0.33005 -3.77533 -0.2 0.2 -0.1 0.264
H 2.17126 -3.75069 1.31872 0.0 0.1 0.3 0.206
H -2.95127 -2.12972 3.15580 0.2 0.1 0.0 0.242
H -1.60827 2.41872 -0.67893 0.1 0.2 -0.2 0.278
H 1.25728 2.07097 -3.49221 -0.1 -0.1 0.2 0.309
H -1.82068 -1.45494 4.36288 0.2 0.0 -0.2 0.250
H 0.26944 -5.23453 -2.35041 0.1 0.3 0.2 0.281
H -1.18667 -4.16881 -2.49025 0.1 0.3 0.2 0.266
```
Positions in Å, forces in eV/Å.

## Properties
2S+1: 4
net charge: +3
orbital gap (spin up / spin down): 5.591 / 6.440 eV
energy above the lowest of the compared OMol25 structures with the same formula, charge and spin: 0.00 kJ/mol
E_HOMO (spin up / spin down): -19.52 / -21.03 eV

***

(6)
Molecular formula: C8H21I2O2P2Rh
Method: DFT, wB97M-V/def2-TZVPD

The geometry in XYZ format:
```
36
Properties=species:S:1:pos:R:3:forces:R:3:nbo_charge:R:1
I -0.07045 1.55695 -2.72461 0.0 0.4 0.6 -0.013
I 0.04738 -0.93465 -4.19445 0.0 -1.0 -1.0 0.384
Rh -0.00581 0.18159 0.09109 0.0 -0.6 -5.3 0.505
P -2.19891 -0.17297 -0.35973 -2.3 0.4 1.2 1.099
P 2.20291 -0.09108 -0.31694 2.4 0.5 1.1 1.107
O 0.01228 -0.01713 1.84004 0.0 -1.5 2.3 -0.571
O -0.04990 3.20018 0.19376 0.0 -3.2 0.2 -0.413
C -0.03426 2.04371 0.15556 -0.1 6.5 0.1 0.470
C 2.83393 -1.32195 0.86248 0.1 -0.3 -0.2 -0.955
C 2.79199 -0.59431 -1.95864 -0.2 0.0 -0.2 -0.958
C -2.78664 -1.40876 0.83816 -0.1 -0.3 -0.2 -0.954
C -2.76405 -0.73098 -1.99237 0.1 0.0 -0.2 -0.958
C 0.00235 -0.06188 3.21729 0.0 0.1 -0.1 -0.240
C 3.10106 1.44579 0.10468 0.1 -0.1 -0.3 -0.956
C -3.15195 1.33118 0.06446 -0.1 -0.1 -0.3 -0.955
H 0.00188 0.95651 3.56665 0.0 0.2 0.7 0.201
H 2.76319 -0.99429 1.90835 -0.1 0.1 -0.4 0.267
H -4.22891 1.12162 0.01680 0.2 0.1 0.0 0.271
H -3.83655 -1.63755 0.61953 0.2 -0.1 0.0 0.268
H 4.18552 1.28078 0.04995 -0.2 0.1 0.0 0.272
H -2.72459 -1.06395 1.87863 0.1 0.1 -0.4 0.265
H -3.84549 -0.93198 -1.95492 0.3 0.0 0.1 0.285
H 2.25704 -2.24618 0.73211 0.2 0.1 0.1 0.261
H 2.52986 0.16980 -2.70117 0.2 -0.1 0.3 0.258
H -2.22892 -1.64421 -2.28246 -0.2 0.1 0.1 0.259
H 2.82340 2.23847 -0.60111 0.1 -0.1 0.1 0.258
H -0.88905 -0.60778 3.47821 -0.3 -0.2 0.7 0.213
H -2.89823 1.66558 1.07925 0.0 -0.2 -0.2 0.263
H -2.91032 2.14098 -0.63534 -0.1 -0.2 0.1 0.258
H 3.88960 -1.51872 0.63921 -0.2 0.0 0.0 0.269
H 3.88534 -0.71443 -1.93537 -0.3 0.0 0.1 0.285
H 2.30821 -1.53212 -2.25942 0.3 0.1 0.2 0.258
H 2.83847 1.77716 1.11811 0.0 -0.2 -0.2 0.264
H -2.55771 0.04088 -2.74528 -0.3 -0.2 0.3 0.259
H -2.18377 -2.31789 0.72135 -0.2 0.1 0.1 0.260
H 0.89108 -0.60838 3.48615 0.3 -0.2 0.7 0.213
```
Positions in Å, forces in eV/Å.

## Properties
2S+1: 5
net charge: +2
orbital gap (spin up / spin down): 6.229 / 5.597 eV
E_HOMO (spin up / spin down): -14.92 / -16.04 eV

***

Per-record strongest force on any atom, eV Å⁻¹: 4.89 19.23 6.72 0.75 8.33 6.50